Entry from the Open Molecules 2025 dataset: a cluster of 7 separate species, C26H37F6N5O18PS in total (ωB97M-V/def2-TZVPD).

Geometry as XYZ:
```
94
Properties=species:S:1:pos:R:3
N 1.727 -0.212 -0.119
C 1.247 -1.360 -0.233
C -0.140 -1.584 -0.814
C -1.059 -0.540 -0.303
N -0.918 0.043 0.799
C -1.866 1.144 1.163
C -0.985 2.393 1.278
C -1.747 3.717 1.296
N -0.720 4.715 1.648
N -2.362 4.005 -0.004
N -2.746 3.823 2.323
C -2.867 0.989 -0.005
P -4.504 0.376 0.648
S -5.896 0.777 -0.664
C -2.255 -0.007 -1.009
H 2.649 -0.258 0.313
H 1.788 -2.247 0.084
H -0.490 -2.576 -0.563
H -0.053 -1.461 -1.885
H -0.152 -0.185 1.426
H -2.303 0.780 2.085
H -0.469 2.331 2.226
H -0.229 2.356 0.502
H -1.134 5.640 1.631
H -0.009 4.701 0.922
H -1.971 3.391 -0.699
H -2.204 4.966 -0.259
H -2.417 3.481 3.216
H -3.621 3.393 2.056
H -3.214 1.880 -0.505
H -4.746 1.016 1.877
H -4.390 -1.023 0.801
H -2.947 -0.817 -1.217
H -2.038 0.461 -1.958
C 0.572 -5.979 0.460
C 1.613 -6.922 1.010
O 2.791 -6.124 0.963
C 2.408 -4.832 1.082
O 3.138 -3.930 1.330
O 1.071 -4.699 0.881
F 1.778 -8.006 0.224
H 0.533 -6.015 -0.630
H -0.422 -6.154 0.860
H 1.438 -7.247 2.036
C 1.720 2.130 -3.031
C 0.234 2.370 -3.062
O 0.014 2.830 -4.372
C 0.996 2.285 -5.165
O 0.968 2.253 -6.342
O 1.986 1.769 -4.389
F -0.154 3.328 -2.177
H 2.276 3.033 -2.777
H 2.008 1.332 -2.349
H -0.367 1.474 -2.891
C 5.843 1.320 1.216
C 5.969 2.253 2.397
O 5.074 3.306 2.050
C 4.113 2.778 1.253
O 3.081 3.300 0.985
O 4.484 1.552 0.803
F 7.216 2.742 2.515
H 6.522 1.596 0.409
H 6.001 0.277 1.474
H 5.661 1.820 3.350
C -7.778 -1.567 -3.018
C -8.633 -1.687 -4.257
O -9.060 -3.038 -4.201
C -9.082 -3.405 -2.886
O -9.612 -4.373 -2.461
O -8.402 -2.502 -2.132
F -7.915 -1.492 -5.389
H -6.750 -1.879 -3.207
H -7.775 -0.569 -2.591
H -9.506 -1.032 -4.271
C -5.628 -4.725 2.183
C -5.515 -4.400 0.712
O -4.138 -4.064 0.583
C -3.464 -4.743 1.553
O -2.284 -4.879 1.562
O -4.314 -5.233 2.474
F -6.250 -3.326 0.360
H -5.809 -3.831 2.781
H -6.391 -5.465 2.403
H -5.751 -5.233 0.047
C 11.556 4.504 1.995
C 10.682 4.440 0.764
O 10.252 3.089 0.766
C 10.251 2.664 2.064
O 9.713 1.684 2.451
O 10.939 3.531 2.846
F 11.379 4.685 -0.370
H 12.580 4.201 1.776
H 11.562 5.483 2.466
H 9.810 5.096 0.794
```

Computed properties:
E: -108290.8931 eV
HOMO: -11.66 eV
HOMO-LUMO gap: 8.05 eV
total charge: +1
2S+1: 1